No. 1
A single C4H10N2O molecule, computed with ωB97M-V/def2-TZVPD.

- Frontier orbital gap: 10.28 eV
- E_HOMO: -0.3433 Ha
- SMILES: CN(C)/N=C\CO
- Energy: -9332.526 eV
- Relative energy (zero: lowest compared OMol25 entry of this formula, charge and spin): 623.4 kJ/mol
- Charge: 0

Structure (XYZ):
```
17
C4H10N2O | the OMol25 dataset | ωB97M-V/def2-TZVPD
C 0.83 1.34 -0.31
C 2.07 -0.70 0.47
C -1.33 -0.77 -0.76
C -2.25 0.18 0.03
H -0.19 1.94 -0.25
H 1.14 1.05 -1.52
H 1.66 1.75 0.26
H 2.80 -0.38 1.38
H 2.76 -0.80 -0.41
H 1.66 -1.79 0.68
H -1.61 -1.70 -1.28
H -2.07 1.17 -0.37
H -3.42 0.17 -0.14
H -0.74 -0.38 1.14
N 0.59 -0.02 0.39
N -0.07 -0.94 -0.53
O -1.83 -0.14 1.23
```

No. 2
A single C4H10N2O molecule, computed with ωB97M-V/def2-TZVPD.

- Frontier orbital gap: 9.75 eV
- E_HOMO: -0.3199 Ha
- SMILES: CN(C)[C@H]1ON1C
- Energy: -9334.913 eV
- Relative energy (zero: lowest compared OMol25 entry of this formula, charge and spin): 393.1 kJ/mol
- Charge: 0

Structure (XYZ):
```
17
C4H10N2O | the OMol25 dataset | ωB97M-V/def2-TZVPD
C 2.66 -0.54 -0.65
N 1.23 -0.82 -0.65
C 0.42 0.04 0.13
O 0.87 -1.07 0.82
N -0.95 0.16 -0.16
C -1.83 -0.90 0.30
C -1.46 1.49 0.05
H 2.97 -0.03 0.27
H 3.13 -1.52 -0.69
H 2.98 0.03 -1.53
H 0.89 1.00 0.40
H -2.10 -0.79 1.37
H -1.37 -1.87 0.17
H -2.76 -0.86 -0.28
H -0.82 2.21 -0.48
H -2.46 1.56 -0.38
H -1.51 1.78 1.11
```

No. 3
A single C4H10N2O molecule, computed with ωB97M-V/def2-TZVPD.

- Frontier orbital gap: 9.08 eV
- E_HOMO: -0.3101 Ha
- SMILES: CCN/N=C\CO
- Energy: -9332.995 eV
- Relative energy (zero: lowest compared OMol25 entry of this formula, charge and spin): 578.2 kJ/mol
- Charge: 0

Structure (XYZ):
```
17
C4H10N2O | the OMol25 dataset | ωB97M-V/def2-TZVPD
C 1.00 1.85 1.38
C -0.15 0.82 1.68
C -1.36 -0.63 -1.48
C -0.37 -1.63 -1.67
H 1.84 1.05 1.06
H 1.72 2.28 2.33
H 0.63 2.69 0.63
H -1.06 1.52 1.76
H 0.03 0.42 2.72
H 0.36 -0.60 0.33
H -2.46 -0.78 -2.07
H -0.78 -2.60 -1.17
H -0.11 -2.03 -2.76
H 1.54 -0.82 -1.67
N -0.42 -0.07 0.57
N -1.40 0.12 -0.50
O 0.99 -1.59 -1.15
```

No. 4
A single C4H10N2O molecule, computed with ωB97M-V/def2-TZVPD.

- Frontier orbital gap: 9.87 eV
- E_HOMO: -0.3333 Ha
- SMILES: CN[C@H](C)C(N)=O
- Energy: -9337.697 eV
- Relative energy (zero: lowest compared OMol25 entry of this formula, charge and spin): 124.5 kJ/mol
- Charge: 0

Structure (XYZ):
```
17
C4H10N2O | the OMol25 dataset | ωB97M-V/def2-TZVPD
C 1.83 -0.36 1.25
N 1.49 -0.03 -0.13
C -0.20 1.82 0.52
C 0.20 0.61 -0.35
C -0.95 -0.45 -0.32
N -0.63 -1.59 -1.03
O -2.11 -0.12 -0.13
H 2.59 -1.14 1.20
H 2.10 0.41 1.98
H 0.94 -0.81 1.73
H 2.21 0.56 -0.52
H -0.82 1.37 1.28
H -0.73 2.57 -0.07
H 0.61 2.37 1.00
H 0.22 0.92 -1.41
H -1.41 -2.10 -1.40
H 0.20 -1.44 -1.58
```

No. 5
A single C4H10N2O molecule, computed with ωB97M-V/def2-TZVPD.

- Frontier orbital gap: 9.81 eV
- E_HOMO: -0.3254 Ha
- SMILES: NCNCCC=O
- Energy: -9335.599 eV
- Relative energy (zero: lowest compared OMol25 entry of this formula, charge and spin): 327.0 kJ/mol
- Charge: 0

Structure (XYZ):
```
17
C4H10N2O | the OMol25 dataset | ωB97M-V/def2-TZVPD
C -0.64 0.35 0.17
C -0.63 1.27 -1.12
C -1.70 2.33 -1.44
O -2.72 2.51 -0.75
N 0.34 -0.74 0.15
C 1.09 -1.31 1.38
N 2.00 -2.36 0.90
H -1.65 -0.01 0.21
H -0.56 1.06 1.01
H 0.33 1.86 -1.01
H -0.65 0.53 -2.01
H -1.61 3.08 -2.20
H 0.85 -0.62 -0.74
H 1.82 -0.55 1.94
H 0.34 -1.62 2.06
H 1.79 -3.13 1.47
H 1.60 -2.67 -0.03
```

No. 6
2 unconnected molecules or ions with the total composition C4H10N2O, computed with ωB97M-V/def2-TZVPD.

- Frontier orbital gap (alpha / beta): 8.02 / 8.02 eV
- E_HOMO (alpha / beta): -0.2898 / -0.2898 Ha
- SMILES: C=NCC.NC=O
- Energy: -9333.292 eV
- Relative energy (zero: lowest compared OMol25 entry of this formula, charge and spin): 549.5 kJ/mol
- Charge: 0

Structure (XYZ):
```
17
C4H10N2O | the OMol25 dataset | ωB97M-V/def2-TZVPD
C 1.86 0.00 1.94
C 0.78 -0.63 1.08
H 1.51 0.85 2.53
H 2.75 0.29 1.37
H 2.20 -0.75 2.67
H -0.04 -0.95 1.71
H 1.18 -1.42 0.45
H -1.05 -1.14 -0.31
C -1.01 -0.73 -1.40
N -2.21 -0.13 -1.80
C -0.06 1.69 -0.41
N 0.23 0.49 -0.20
O -0.40 -1.45 -2.21
H -3.03 -0.70 -1.60
H -2.28 0.08 -2.79
H -1.09 1.99 -0.65
H 0.67 2.52 -0.36
```

No. 7
A single C4H10N2O molecule, computed with ωB97M-V/def2-TZVPD.

- Frontier orbital gap: 10.14 eV
- E_HOMO: -0.3374 Ha
- SMILES: CNCCNC=O
- Energy: -9337.164 eV
- Relative energy (zero: lowest compared OMol25 entry of this formula, charge and spin): 176.0 kJ/mol
- Charge: 0

Structure (XYZ):
```
17
C4H10N2O | the OMol25 dataset | ωB97M-V/def2-TZVPD
C -0.46 -2.08 0.33
N -0.36 -1.15 -0.64
C 0.82 -0.20 -0.61
C 0.52 0.80 0.52
N -0.59 1.74 0.23
C -0.25 2.67 -0.87
O 0.36 -2.49 1.13
H -1.53 -2.35 0.41
H -1.26 -0.76 -0.86
H 0.78 0.20 -1.61
H 1.76 -0.67 -0.32
H 0.31 0.33 1.48
H 1.51 1.26 0.69
H -0.85 2.07 1.15
H 0.40 3.48 -0.53
H -1.13 2.96 -1.43
H 0.36 2.13 -1.61
```

No. 8
A single C4H10N2O molecule, computed with ωB97M-V/def2-TZVPD.

- Frontier orbital gap: 10.14 eV
- E_HOMO: -0.3408 Ha
- SMILES: CN[C@@H](C)C(N)=O
- Energy: -9336.839 eV
- Relative energy (zero: lowest compared OMol25 entry of this formula, charge and spin): 207.3 kJ/mol
- Charge: 0

Structure (XYZ):
```
17
C4H10N2O | the OMol25 dataset | ωB97M-V/def2-TZVPD
C 1.15 0.72 1.40
N 1.02 0.62 -0.15
C 0.21 -1.81 -0.45
C 0.03 -0.29 -0.81
C -1.43 0.18 -0.70
N -1.50 1.47 -0.20
O -2.46 -0.48 -0.63
H 0.20 0.52 1.96
H 1.35 1.77 1.69
H 1.85 -0.08 1.62
H 1.89 0.27 -0.45
H 0.04 -1.93 0.62
H -0.72 -2.36 -0.96
H 1.25 -2.05 -0.93
H 0.22 -0.18 -1.87
H -0.61 1.87 0.00
H -2.48 1.77 -0.14
```

No. 9
A molecular structure, C4H10N2O, computed with ωB97M-V/def2-TZVPD.

- Frontier orbital gap (alpha / beta): 6.95 / 8.80 eV
- E_HOMO (alpha / beta): -0.2152 / -0.3794 Ha
- 2S+1: 3
- Energy: -9332.338 eV
- <S²>: 2.01
- Relative energy (zero: lowest compared OMol25 entry of this formula, charge and spin): 32.8 kJ/mol
- Charge: 0

Structure (XYZ):
```
17
C4H10N2O | the OMol25 dataset | ωB97M-V/def2-TZVPD
C 1.30 0.65 1.20
C 1.79 -1.15 -0.59
C -2.89 0.19 -0.16
C 1.04 0.10 -0.28
N -1.44 0.41 -0.37
N -0.71 -0.47 0.01
O 0.94 1.05 -1.18
H 0.55 1.34 1.66
H 1.06 -0.30 1.72
H 2.30 0.89 1.32
H 1.98 -1.36 -1.65
H 1.21 -1.99 -0.20
H 2.75 -1.16 -0.09
H -3.12 0.71 0.72
H -3.23 -0.78 0.09
H -3.39 0.54 -1.03
H -0.15 1.33 -1.17
```

No. 10
A gas-phase ion, C4H10N2O (charge +1), computed with ωB97M-V/def2-TZVPD.

- Frontier orbital gap (alpha / beta): 12.01 / 6.32 eV
- E_HOMO (alpha / beta): -0.5713 / -0.5691 Ha
- 2S+1: 2
- Energy: -9327.220 eV
- <S²>: 0.77
- Relative energy (zero: lowest compared OMol25 entry of this formula, charge and spin): 261.4 kJ/mol
- Charge: +1

Structure (XYZ):
```
17
C4H10N2O | the OMol25 dataset | ωB97M-V/def2-TZVPD
C 0.10 -1.10 -0.47
N -0.32 -0.42 0.83
C -1.30 0.70 0.72
N -1.32 1.65 -0.31
O -2.06 0.83 1.66
C 1.47 -0.43 -0.86
C 2.87 -1.18 -1.17
H -0.59 -0.80 -1.37
H 0.25 -2.24 -0.36
H -0.78 -1.02 1.55
H -0.57 1.76 -1.05
H -1.75 2.66 -0.11
H 1.31 0.45 -1.63
H 1.73 0.14 0.14
H 2.76 -2.29 -1.15
H 3.41 -0.82 -2.06
H 3.30 -1.05 -0.18
```

No. 11
A gas-phase ion, C4H10N2O (charge +1), computed with ωB97M-V/def2-TZVPD.

- Frontier orbital gap (alpha / beta): 11.92 / 6.67 eV
- E_HOMO (alpha / beta): -0.5561 / -0.5443 Ha
- 2S+1: 2
- Energy: -9329.699 eV
- <S²>: 0.76
- Relative energy (zero: lowest compared OMol25 entry of this formula, charge and spin): 22.1 kJ/mol
- Charge: +1

Structure (XYZ):
```
17
C4H10N2O | the OMol25 dataset | ωB97M-V/def2-TZVPD
C 0.03 0.61 1.76
N -0.40 -0.52 0.97
C -1.27 0.85 -0.91
C -0.57 -0.43 -0.42
C 0.81 -0.61 -1.26
N 1.89 -0.92 -0.54
O 0.76 -0.45 -2.44
H 0.68 0.27 2.57
H -0.81 1.17 2.19
H 0.69 1.22 1.16
H -1.05 -1.19 1.36
H -0.69 1.70 -0.55
H -1.25 0.89 -2.00
H -2.26 0.91 -0.46
H -1.09 -1.32 -0.76
H 2.75 -0.94 -1.07
H 1.78 -1.23 0.41
```

No. 12
A single C4H10N2O2 molecule, computed with ωB97M-V/def2-TZVPD.

- Frontier orbital gap: 10.32 eV
- E_HOMO: -0.3550 Ha
- SMILES: CC(=O)N(N)CCO
- Energy: -11384.509 eV
- Relative energy (zero: lowest compared OMol25 entry of this formula, charge and spin): 231.0 kJ/mol
- Charge: 0

Structure (XYZ):
```
18
C4H10N2O2 | the OMol25 dataset | ωB97M-V/def2-TZVPD
C -0.67 -0.45 -1.06
C -2.12 -0.40 -0.56
C 2.31 0.06 1.18
N 0.24 0.15 -0.09
C 1.57 -0.29 -0.08
N 0.09 1.51 0.23
O -2.38 -1.20 0.57
O 2.02 -0.96 -0.98
H -1.67 -1.06 1.19
H -0.82 1.66 0.67
H 0.14 2.09 -0.61
H -0.35 -1.48 -1.20
H -0.62 0.07 -2.03
H -2.78 -0.78 -1.35
H -2.41 0.64 -0.36
H 1.70 -0.21 2.04
H 2.49 1.13 1.22
H 3.25 -0.48 1.21
```